C38H30Cl2GeIN2O2STi | wB97M-V/def2-TZVPD

Calculated values
relative energy (zero: lowest compared OMol25 entry of this formula, charge and spin): 0.0 kJ/mol
lowest unoccupied orbital energy (alpha / beta): -0.234 / -0.248 Ha
multiplicity: 2
HOMO (alpha / beta): -13.78 / -13.87 eV
total charge: +2
Kohn-Sham gap (alpha / beta): 7.43 / 7.12 eV

```
78
Properties=species:S:1:pos:R:3:forces:R:3
Ti -0.799705 0.697291 0.497862 -1.30 0.10 -0.63
C -1.081464 3.696042 -2.887840 -0.08 0.20 -0.75
C -0.661215 4.255401 -1.616052 1.35 1.40 0.62
N -0.175397 5.511610 -1.581202 -1.69 -2.02 -1.47
C 0.061706 6.054750 -0.425012 1.22 1.46 1.51
C 0.096495 5.405327 0.786261 -0.55 -1.18 0.19
C 0.313618 6.196327 2.067940 0.44 0.05 -0.22
O -0.820274 6.050377 2.932092 -0.21 1.33 -0.24
C -0.181504 3.971899 0.753095 -0.75 1.96 -0.03
C -0.382518 3.268582 1.971974 0.03 -2.47 -0.44
N -0.722717 1.968785 2.003953 1.05 2.87 0.00
C -1.147080 1.349441 3.203362 1.22 0.30 0.49
C -0.356271 1.339352 4.399309 -1.93 -0.07 -0.47
C -0.967807 0.871131 5.568677 1.14 0.05 -1.43
C -2.242853 0.360671 5.502185 -1.63 -0.42 -0.12
C -3.037842 0.360749 4.331024 1.84 -0.08 -0.25
C -2.398747 0.787471 3.132973 -2.73 -0.36 1.32
I -3.729304 0.830174 1.329062 1.35 0.38 1.44
C -0.641172 3.442459 -0.473556 1.31 0.74 0.14
O -0.866568 2.156470 -0.641634 -0.45 -1.47 0.91
H -2.159995 3.644661 -2.895134 -0.49 0.27 -0.42
H -0.769104 2.685846 -2.988873 0.47 -0.97 -0.16
H -0.654925 4.290413 -3.690893 -0.41 0.05 -0.14
H 0.339056 7.112632 -0.462701 -0.09 -0.22 0.11
H 0.557171 7.263822 1.819861 -0.41 -0.94 0.19
H 1.199640 5.808277 2.592112 -0.23 0.07 0.03
H -1.310408 6.909037 2.942407 0.52 -1.15 0.05
H -0.260639 3.813246 2.884954 -0.19 0.12 0.64
H 0.630619 1.760700 4.387076 0.29 0.11 -0.04
H -0.417046 0.830105 6.493367 0.05 0.09 0.13
H -2.632166 -0.066239 6.426430 -0.28 0.20 -0.30
H -4.057664 -0.001897 4.333988 0.13 -0.03 0.04
Cl -1.812047 -2.672843 2.902925 0.54 0.49 -0.85
C -1.680882 -3.672771 1.460387 -0.86 -1.86 1.33
C -1.732347 -5.055393 1.797759 -0.30 0.28 -0.39
C -1.920982 -6.021935 0.810591 0.33 1.31 -1.21
C -2.055334 -5.572706 -0.520908 0.41 0.71 0.68
C -2.178277 -4.208237 -0.819175 0.08 -0.85 -0.15
Cl -2.772926 -3.826061 -2.429307 0.74 0.21 0.69
C -1.903171 -3.246739 0.162202 0.02 0.75 -0.32
S -1.860337 -1.509456 -0.333861 0.90 -0.57 -0.87
H -1.697565 -5.315439 2.854318 0.08 0.00 -0.30
H -1.986078 -7.090888 0.949939 0.25 0.04 0.51
H -1.920255 -6.236438 -1.354888 -0.73 -0.41 -0.14
C 2.507158 -5.674441 -1.267616 -0.78 0.92 -0.35
C 2.849506 -4.702224 -0.300155 -0.12 -0.57 0.19
C 2.279186 -3.423018 -0.303188 0.64 -0.30 1.70
C 1.423629 -3.084945 -1.305720 -1.34 1.39 -0.26
C 1.222314 -3.945355 -2.359312 -0.44 -0.61 -1.10
C 1.719007 -5.246902 -2.377165 0.97 0.25 1.00
Ge 0.311118 -1.436885 -1.428450 0.87 -0.56 0.39
C 1.153997 -0.218317 0.038643 1.75 0.06 -0.56
C 1.336951 -0.559991 1.412458 0.71 -0.17 -0.37
C 2.331794 0.046642 2.227305 -1.66 -0.21 -0.16
C 3.075806 1.102611 1.704246 0.23 0.53 0.24
C 2.960712 1.468141 0.363094 -1.76 -0.66 -1.55
C 2.034701 0.780441 -0.469688 -0.24 0.37 0.65
C 0.324436 -0.750985 -3.292537 -0.30 -0.45 0.10
C 1.515865 -0.840580 -4.025173 0.24 -0.18 0.03
C 1.602282 -0.379157 -5.346777 0.04 -0.53 0.80
C 0.478163 0.143046 -5.970755 1.18 0.42 -0.21
C -0.678393 0.207782 -5.243052 -1.55 0.08 -0.09
C -0.816406 -0.308961 -3.967876 0.95 0.21 0.70
H 2.735801 -6.744239 -1.157827 0.40 0.73 -0.09
H 3.514179 -4.921985 0.540076 -0.24 -0.27 -0.38
H 2.455191 -2.762520 0.576823 0.03 -0.52 -0.90
H 0.635773 -3.545799 -3.181916 -0.04 -0.48 -0.21
H 1.586023 -5.877148 -3.250446 -0.23 -0.06 0.26
H 0.761655 -1.392958 1.801666 -0.18 0.02 0.30
H 2.329522 -0.240791 3.301792 0.41 0.29 -0.97
H 3.694080 1.707264 2.371502 0.05 -0.36 -0.23
H 3.380114 2.318931 -0.177754 0.64 -0.18 0.91
H 1.911942 1.088877 -1.519026 0.23 -0.09 0.49
H 2.368847 -1.375950 -3.606361 0.01 0.42 0.05
H 2.563824 -0.470843 -5.828575 -0.05 0.02 -0.28
H 0.549358 0.539433 -6.990303 -0.16 -0.20 0.48
H -1.554055 0.668675 -5.667577 -0.22 -0.08 -0.32
H -1.767799 -0.363853 -3.477409 -0.47 0.29 0.08
```
Positions in Å, forces in eV/Å.

---

C20H20N2O5S2 | wB97M-V/def2-TZVPD

Calculated values
relative energy (zero: lowest compared OMol25 entry of this formula, charge and spin): 15.1 kJ/mol
lowest unoccupied orbital energy: 0.015 Ha
HOMO: -8.07 eV
Kohn-Sham gap: 8.48 eV

```
49
Properties=species:S:1:pos:R:3:forces:R:3
C -1.983827 4.035344 2.135941 -0.16 0.22 0.02
O -0.964397 3.066934 2.043220 0.22 -0.54 -0.05
C -1.314421 1.762018 1.847692 0.01 -0.13 -0.03
C -2.613805 1.297126 1.719149 0.14 0.18 0.07
C -2.850279 -0.056627 1.521548 -0.08 -0.20 -0.04
C -1.787941 -0.929537 1.455117 -0.33 -0.42 -0.13
S -2.084830 -2.676574 1.227337 0.24 -0.14 -0.05
O -1.613818 -3.393553 2.373712 0.31 0.08 -0.07
O -3.444584 -2.864938 0.813071 0.20 0.32 -0.17
N -1.020861 -3.065066 0.006936 -0.25 -0.13 0.80
C -1.217673 -2.807376 -1.341223 -0.13 0.21 -0.61
C -2.122418 -1.852367 -1.772775 0.09 -0.10 -0.14
C -2.282182 -1.601478 -3.127146 0.01 0.02 -0.07
C -1.531798 -2.296916 -4.052892 -0.08 0.08 -0.02
C -0.617238 -3.254524 -3.634955 0.12 -0.14 0.08
C -0.453729 -3.519933 -2.286902 -0.04 0.05 0.19
O 0.412259 -4.445059 -1.762274 -0.38 0.39 0.21
C 1.217206 -5.181513 -2.649376 0.18 -0.17 -0.14
C -0.482193 -0.494300 1.583394 0.22 0.14 0.06
C -0.232102 0.854375 1.776689 -0.25 -0.17 -0.05
N 1.044319 1.392045 1.920955 -0.33 0.40 0.19
C 2.245636 0.785874 1.726499 0.38 0.40 0.17
O 2.402956 -0.368102 1.409286 0.01 -0.35 -0.08
C 3.418293 1.747220 1.962545 -0.05 -0.33 -0.04
C 3.320191 2.946283 1.085236 -0.06 0.52 0.11
C 3.721808 3.075053 -0.207613 -0.03 -0.12 0.27
C 3.429252 4.344232 -0.757822 -0.09 0.20 -0.04
C 2.802569 5.164690 0.119766 -0.17 -0.02 0.29
S 2.560328 4.407989 1.645087 0.44 -0.25 -0.44
H -1.470392 4.982073 2.295779 -0.09 -0.04 -0.01
H -2.649297 3.835616 2.980546 0.02 -0.01 -0.04
H -2.567913 4.090127 1.212860 0.03 -0.02 0.03
H -3.449441 1.975950 1.770488 -0.05 0.09 0.01
H -3.852245 -0.440064 1.416135 -0.15 0.03 -0.03
H -0.360236 -3.795678 0.217443 0.01 -0.10 0.30
H -2.712069 -1.324726 -1.042191 -0.09 0.10 -0.04
H -2.995968 -0.860085 -3.451526 -0.07 0.07 -0.02
H -1.650423 -2.105440 -5.108449 -0.01 0.02 -0.08
H -0.042907 -3.790502 -4.373942 0.08 -0.07 -0.01
H 1.877072 -4.528179 -3.229086 -0.05 -0.02 0.02
H 1.820213 -5.837166 -2.023062 -0.02 0.03 -0.10
H 0.613196 -5.788238 -3.331703 0.01 0.05 0.03
H 0.330903 -1.197371 1.531057 0.14 0.03 -0.02
H 1.041019 2.384118 2.129655 0.08 -0.20 -0.12
H 4.337082 1.198265 1.749971 -0.12 0.01 0.08
H 3.415911 2.040693 3.014389 0.08 -0.06 0.02
H 4.213664 2.288177 -0.750496 0.10 -0.19 -0.07
H 3.677592 4.628704 -1.764428 0.03 0.09 -0.16
H 2.467519 6.172408 -0.023643 -0.04 0.21 -0.10
```
Positions in Å, forces in eV/Å.

---

CH12O4S | wB97M-V/def2-TZVPD

Calculated values
relative energy (zero: lowest compared OMol25 entry of this formula, charge and spin): 221.6 kJ/mol
lowest unoccupied orbital energy: 0.010 Ha
HOMO: -8.94 eV
Kohn-Sham gap: 9.22 eV

```
18
Properties=species:S:1:pos:R:3:forces:R:3
C 1.878499 0.498656 1.343592 -1.70 0.12 0.12
S 2.219096 0.320347 -0.446255 1.00 0.81 0.66
H 2.534564 0.123379 2.120874 0.68 -0.38 -0.57
H 1.787047 1.573539 1.498791 -0.05 -0.03 0.05
H 0.882619 0.027897 1.528579 0.91 0.58 -0.14
H 1.495742 -0.740143 -0.701878 0.16 -0.58 0.28
H -2.643290 0.067882 1.496988 -0.14 0.03 0.02
H -1.244887 -0.501672 0.906697 -0.83 1.50 0.78
O -1.813747 0.381985 1.133540 1.08 -1.86 -0.42
H -0.850427 0.284184 -2.005971 0.33 -0.01 0.69
H -0.125575 -0.652549 -2.987727 0.90 -1.08 -2.46
O -0.284247 -0.548510 -2.090106 -1.26 0.33 3.00
H -0.318140 1.649487 -0.827322 1.58 0.64 0.08
H -1.536291 1.069815 -0.359241 -1.46 -0.61 1.69
O -1.213828 1.555779 -1.105860 -0.28 0.61 -1.87
H -0.516818 -2.439950 0.735405 -0.06 -0.16 -0.63
H -0.107209 -1.100089 -0.813277 -0.75 -1.58 1.99
O -0.143105 -1.570032 0.573176 -0.10 1.66 -3.28
```
Positions in Å, forces in eV/Å.

---

Number 1: electronic energy -6268.17495 Ha. Number 2: electronic energy -2056.20711 Ha. Number 3: electronic energy -744.35821 Ha.